This record from the Open Molecules 2025 dataset describes a 2-piece molecular cluster, H3O2PS overall at a distorted geometry. The level of theory is ωB97M-V/def2-TZVPD.

Properties
ΔE to the lowest compared entry with this formula, charge and spin: 37.6 kcal per mole
E_tot: -24267.7470 eV
LUMO energy: -0.002 hartree
spin multiplicity: 1
HOMO energy: -9.4 eV
Kohn-Sham gap: 9.36 eV

Element x y z (Å)
O  -0.52  -1.20  -0.57
O  -0.75  0.34  1.27
P  -0.29  0.38  -0.25
S  -1.32  1.75  -1.20
H  -1.27  -1.35  0.02
H  -1.13  1.14  1.39
H  1.55  0.67  -0.48

Löwdin atomic charge list, values in e, 2 entries: O -0.253; O -0.224

---

This record from the Open Molecules 2025 dataset describes an isolated molecule of H3O3PS at a distorted geometry. The level of theory is ωB97M-V/def2-TZVPD.

Properties
ΔE to the lowest compared entry with this formula, charge and spin: 33.1 kcal per mole
E_tot: -26316.7136 eV
LUMO energy: -0.001 hartree
spin multiplicity: 1
HOMO energy: -8.6 eV
Kohn-Sham gap: 8.57 eV
SMILES string: OP(O)(O)=S

Element x y z (Å)
O  1.28  -0.31  0.89
O  -1.12  0.33  0.87
O  -0.42  -0.80  -1.26
P  0.12  0.28  -0.10
S  0.59  2.28  -1.09
H  0.94  -0.79  1.63
H  -1.94  0.31  0.29
H  -0.12  -0.64  -2.18

Löwdin atomic charge list, values in e, 2 entries: O -0.165; O -0.200

---

This record from the Open Molecules 2025 dataset describes a 2-piece molecular cluster, H3O3PS overall at a distorted geometry. The level of theory is ωB97M-V/def2-TZVPD.

Properties
ΔE to the lowest compared entry with this formula, charge and spin: 75.8 kcal per mole
E_tot: -26314.8645 eV
LUMO energy: -0.004 hartree
spin multiplicity: 1
HOMO energy: -9.7 eV
Kohn-Sham gap: 9.59 eV
SMILES string: O=PO.OS

Element x y z (Å)
O  1.01  1.60  1.45
O  1.13  -0.80  1.49
O  -0.75  -0.39  -0.80
P  1.25  0.34  0.53
S  -2.02  -0.58  -1.96
H  1.26  1.59  2.44
H  -1.16  -0.58  -2.96
H  -0.73  -1.18  -0.19

Löwdin atomic charge list, values in e, 2 entries: O -0.328; O -0.464

---

This record from the Open Molecules 2025 dataset describes an isolated molecule of H3O3PS2 at a distorted geometry. The level of theory is ωB97M-V/def2-TZVPD.

Properties
ΔE to the lowest compared entry with this formula, charge and spin: 3.2 kcal per mole
E_tot: -37151.9001 eV
LUMO energy: -0.021 hartree
spin multiplicity: 1
HOMO energy: -9.4 eV
Kohn-Sham gap: 8.84 eV
SMILES string: OP(O)(=S)OS

Element x y z (Å)
O  1.05  1.42  0.87
O  1.58  -0.57  -0.37
O  -0.62  0.72  -0.70
P  0.34  0.15  0.44
S  -0.45  -1.09  1.73
S  -2.00  -0.34  -1.20
H  1.11  1.93  0.02
H  1.33  -1.40  -0.70
H  -2.34  -0.83  -0.08

Löwdin atomic charge list, values in e, 2 entries: O -0.127; O -0.177

---

This record from the Open Molecules 2025 dataset describes an isolated molecule of H3O4PS at a distorted geometry. The level of theory is ωB97M-V/def2-TZVPD.

Properties
ΔE to the lowest compared entry with this formula, charge and spin: 54.7 kcal per mole
E_tot: -28361.7852 eV
LUMO energy: 0.016 hartree
spin multiplicity: 1
HOMO energy: -9.6 eV
Kohn-Sham gap: 10.06 eV
SMILES string: OOP(O)(O)=S

Element x y z (Å)
O  -0.24  -1.82  -0.37
O  0.77  0.93  1.31
O  -1.32  0.24  0.55
O  0.65  -0.80  -0.72
P  0.00  0.81  -0.08
S  0.02  2.22  -1.47
H  0.23  -2.60  -0.73
H  1.34  1.75  1.34
H  -1.45  -0.72  0.17

Löwdin atomic charge list, values in e, 2 entries: O -0.129; O -0.177

---

This record from the Open Molecules 2025 dataset describes a 2-piece molecular cluster, H3O6 overall at a distorted geometry. The level of theory is ωB97M-V/def2-TZVPD.

Properties
ΔE to the lowest compared entry with this formula, charge and spin: 30.1 kcal per mole
⟨S²⟩: 2.01
E_tot: -12309.3946 eV
LUMO energy (alpha / beta): -0.200 / -0.366 hartree
spin multiplicity: 3
HOMO energy (alpha / beta): -16.9 / -14.6 eV
Kohn-Sham gap (alpha / beta): 11.41 / 4.65 eV
net charge: +1

Element x y z (Å)
O  3.30  -0.08  -0.02
O  -1.93  -1.22  -0.23
O  -1.80  0.97  0.51
O  2.58  0.87  -0.11
O  0.12  -0.09  -0.37
O  -1.19  0.01  -0.44
H  2.76  -0.91  0.09
H  -2.79  -0.96  -0.42
H  -1.06  1.41  0.98

Löwdin atomic charge list, values in e, 2 entries: O 0.149; O 0.191

---

This record from the Open Molecules 2025 dataset describes an isolated molecule of H3OPS at a distorted geometry. The level of theory is ωB97M-V/def2-TZVPD.

Properties
ΔE to the lowest compared entry with this formula, charge and spin: 21.3 kcal per mole
E_tot: -22219.4146 eV
LUMO energy: 0.021 hartree
spin multiplicity: 1
HOMO energy: -10.2 eV
Kohn-Sham gap: 10.78 eV
SMILES string: O=[PH2]S

Element x y z (Å)
O  -0.58  -1.04  0.65
P  -0.11  -0.19  -0.41
S  0.37  1.45  0.73
H  0.19  0.44  1.51
H  -0.90  -0.11  -1.60
H  1.04  -0.54  -0.88

Löwdin atomic charge list, values in e, 2 entries: O -0.500; P 0.289

---

This record from the Open Molecules 2025 dataset describes an isolated molecule of H3OPS2 at a distorted geometry. The level of theory is ωB97M-V/def2-TZVPD.

Properties
ΔE to the lowest compared entry with this formula, charge and spin: 96.4 kcal per mole
E_tot: -33052.5395 eV
LUMO energy: -0.035 hartree
spin multiplicity: 1
HOMO energy: -9.4 eV
Kohn-Sham gap: 8.44 eV
SMILES string: O=[S@@H](P)=S

Element x y z (Å)
O  -1.50  0.48  -1.40
P  -0.06  0.77  1.35
S  0.00  -2.03  -1.02
S  -0.36  -0.17  -0.75
H  1.24  0.89  0.95
H  -0.08  -0.63  1.92
H  0.76  0.69  -1.06

Löwdin atomic charge list, values in e, 2 entries: O -0.559; P 0.649

---

This record from the Open Molecules 2025 dataset describes an isolated molecule of H3OPS2 at a distorted geometry. The level of theory is ωB97M-V/def2-TZVPD.

Properties
ΔE to the lowest compared entry with this formula, charge and spin: 91.1 kcal per mole
E_tot: -33052.7699 eV
LUMO energy: -0.019 hartree
spin multiplicity: 1
HOMO energy: -9.3 eV
Kohn-Sham gap: 8.81 eV
SMILES string: O=[S@@H](P)=S

Element x y z (Å)
O  -0.44  1.96  0.36
P  1.48  -0.30  0.22
S  -2.07  -0.47  0.40
S  -0.57  0.60  -0.13
H  1.30  -1.49  -0.72
H  0.96  -1.04  1.25
H  -0.65  0.74  -1.37

Löwdin atomic charge list, values in e, 2 entries: O -0.546; P 0.648

---

What did the third record say?
This record from the Open Molecules 2025 dataset describes a 2-piece molecular cluster, H3O3PS overall at a distorted geometry. The level of theory is ωB97M-V/def2-TZVPD.

Properties
ΔE to the lowest compared entry with this formula, charge and spin: 75.8 kcal per mole
E_tot: -26314.8645 eV
LUMO energy: -0.004 hartree
spin multiplicity: 1
HOMO energy: -9.7 eV
Kohn-Sham gap: 9.59 eV
SMILES string: O=PO.OS

Element x y z (Å)
O  1.01  1.60  1.45
O  1.13  -0.80  1.49
O  -0.75  -0.39  -0.80
P  1.25  0.34  0.53
S  -2.02  -0.58  -1.96
H  1.26  1.59  2.44
H  -1.16  -0.58  -2.96
H  -0.73  -1.18  -0.19

Löwdin atomic charge list, values in e, 2 entries: O -0.328; O -0.464

---

> The highest spin multiplicity belongs to which entry?

H3O6